Entry 1:
{
  "formula": "C11H9Cl7CuF18MgNaO18S6",
  "method": "ωB97M-V/def2-TZVPD",
  "elements": ["Na", "Cu", "Mg", "C", "F", "F", "F", "S", "O", "O", "O", "C", "F", "F", "F", "S", "O", "O", "O", "C", "F", "F", "F", "S", "O", "O", "O", "C", "F", "F", "F", "S", "O", "O", "O", "C", "F", "F", "F", "S", "O", "O", "O", "C", "F", "F", "F", "S", "O", "O", "O", "Cl", "C", "C", "Cl", "H", "H", "H", "H", "Cl", "C", "C", "Cl", "H", "H", "H", "H", "C", "Cl", "Cl", "Cl", "H"],
  "coordinates": [[-3.967, -1.373, -2.876], [1.570, -2.610, -3.702], [-0.267, -0.723, 0.356], [-0.460, 1.956, -3.309], [-0.395, 2.140, -4.632], [0.642, 2.457, -2.647], [-1.547, 2.570, -2.878], [-0.468, 0.050, -2.831], [0.543, -0.684, -3.619], [-0.113, -0.060, -1.413], [-1.832, -0.434, -3.056], [-4.796, 0.175, 1.466], [-4.588, 0.721, 2.694], [-4.950, -1.112, 1.521], [-6.021, 0.566, 1.018], [-3.345, 0.587, 0.169], [-3.334, 2.035, 0.200], [-2.086, -0.027, 0.577], [-3.848, -0.007, -1.038], [3.030, -3.675, 0.782], [4.109, -4.361, 0.303], [1.939, -4.488, 0.853], [3.301, -3.204, 2.020], [2.533, -2.183, -0.312], [3.668, -1.238, -0.402], [2.254, -2.657, -1.661], [1.347, -1.635, 0.372], [2.207, 1.307, 3.342], [3.298, 2.027, 3.670], [2.509, 0.055, 3.627], [1.249, 1.662, 4.181], [1.673, 1.667, 1.496], [1.216, 3.070, 1.426], [2.882, 1.313, 0.718], [0.565, 0.725, 1.163], [-1.036, -4.995, -0.668], [-1.935, -5.930, -1.113], [-1.249, -4.891, 0.645], [0.214, -5.338, -1.054], [-1.341, -3.215, -1.432], [-1.124, -2.276, -0.303], [-0.310, -3.072, -2.512], [-2.704, -3.208, -1.944], [3.402, 1.335, -4.867], [2.146, 1.443, -5.311], [4.211, 0.770, -5.794], [3.861, 2.564, -4.533], [3.545, 0.224, -3.345], [3.069, -1.097, -3.625], [4.918, 0.339, -2.808], [2.764, 0.753, -2.242], [-0.197, 5.871, 0.524], [-0.398, 4.777, -0.889], [-0.994, 5.492, -2.110], [0.059, 6.935, -2.396], [-1.076, 4.026, -0.483], [0.606, 4.421, -1.118], [-2.010, 5.805, -1.867], [-1.006, 4.973, -3.069], [1.733, -2.696, 5.012], [-0.044, -3.159, 4.984], [-0.525, -3.269, 3.497], [-0.696, -1.700, 2.622], [-0.527, -2.276, 5.402], [-0.174, -4.116, 5.489], [-1.463, -3.821, 3.437], [0.223, -3.755, 2.870], [-2.157, 2.852, 4.317], [-1.750, 1.399, 3.415], [-2.251, 4.256, 3.220], [-1.145, 3.077, 5.727], [-3.158, 2.888, 4.748]],
  "atomic_forces_ev_per_a": [[0.8, 0.2, 0.7], [-0.5, 0.4, 1.1], [-0.5, 0.6, 0.0], [1.2, -1.1, 1.1], [0.4, -0.1, 0.7], [-1.5, -0.3, -1.5], [0.1, -0.3, 0.2], [-0.2, -2.7, 0.7], [-1.2, 2.2, -0.4], [0.0, 2.0, -2.4], [0.6, 1.1, -0.7], [0.5, 1.2, -0.9], [-0.3, -0.7, -1.2], [0.7, -2.1, 0.9], [0.8, 1.1, 0.0], [-0.3, 2.0, 1.1], [-0.1, -0.9, 0.0], [-1.6, 0.3, 0.9], [-1.0, -0.7, -0.8], [-0.3, 0.8, -0.2], [-1.5, 0.7, 0.6], [1.2, 0.2, 0.1], [-0.1, -0.7, -1.1], [2.2, 3.4, -1.6], [-1.6, -2.3, 1.4], [-0.4, -1.6, 0.9], [2.7, -2.3, 0.0], [0.1, 0.7, -0.5], [-0.2, 0.2, -0.6], [0.0, -0.8, -0.7], [-0.7, 0.4, 0.2], [1.3, 0.5, -2.3], [0.8, -2.3, 0.8], [-1.8, 0.9, 1.8], [0.9, 1.8, 2.0], [-0.9, 1.0, -1.4], [1.2, 1.0, 0.1], [1.0, -0.4, -0.3], [-1.4, -0.2, 1.2], [1.9, 1.2, -1.3], [-1.3, -3.4, -1.9], [-2.1, -1.0, 1.9], [0.1, -0.3, 0.4], [0.5, 0.3, 0.4], [1.1, -0.3, 0.2], [-0.9, 0.7, 0.5], [-0.4, -1.3, -0.5], [1.5, -1.5, 1.7], [1.2, 0.3, -1.8], [-1.3, 0.3, -1.5], [-0.8, 1.5, 0.5], [-0.2, 0.1, -0.2], [0.0, 0.0, -0.1], [0.3, 0.6, 0.9], [-0.4, 0.1, -0.5], [0.3, -0.4, -0.4], [-0.3, -0.3, 0.2], [0.1, 0.3, -0.1], [0.2, -0.4, 0.5], [-0.9, -0.5, 0.1], [0.6, 1.2, -2.0], [1.0, -0.4, 0.1], [-0.5, -0.2, 1.9], [-0.2, -0.5, 0.5], [-0.1, 0.3, 0.1], [-0.1, 0.3, 0.0], [-0.1, -0.4, 0.3], [-1.1, 0.5, -0.2], [-0.2, 0.4, 0.5], [0.6, -0.1, 0.1], [0.6, 0.2, 0.1], [0.1, -0.9, -0.4]],
  "spin_multiplicity": 2,
  "homo_ha": [-0.2508, -0.2508],
  "homo_lumo_gap_ev": [7.787, 4.745],
  "total_charge": -1
}

***

Entry 2:
{
  "formula": "C3H4N2O",
  "method": "ωB97M-V/def2-TZVPD",
  "elements": ["N", "C", "N", "C", "C", "O", "H", "H", "H", "H"],
  "coordinates": [[-0.306, 1.886, -0.650], [-0.141, 0.666, -0.052], [0.198, -0.317, -0.863], [0.264, -1.418, -0.087], [-0.035, -1.285, 1.218], [-0.283, 0.362, 1.231], [-0.208, 1.845, -1.659], [-0.668, 2.735, -0.253], [0.528, -2.373, -0.517], [0.536, -1.858, 1.979]],
  "atomic_forces_ev_per_a": [[-0.1, -0.1, 0.4], [0.2, -0.7, -0.5], [-0.2, 0.0, -0.2], [-0.1, -0.4, -0.1], [0.6, 2.4, -0.5], [0.6, -2.0, -0.1], [-0.1, 0.0, 0.5], [0.0, -0.3, 0.4], [0.1, 0.0, -0.1], [-1.1, 1.2, 0.2]],
  "smiles": "Nc1ncco1",
  "homo_ha": -0.3132,
  "homo_lumo_gap_ev": 9.416,
  "total_charge": 0
}

***

Entry 3:
{
  "formula": "C2H3N2O2S",
  "method": "ωB97M-V/def2-TZVPD",
  "elements": ["C", "C", "N", "N", "O", "O", "S", "H", "H", "H"],
  "coordinates": [[0.314, -0.530, -0.013], [1.006, 0.645, 0.009], [-1.023, -0.764, -0.039], [-2.216, 0.194, 0.077], [-3.257, -0.461, -0.009], [2.386, 0.470, 0.085], [0.460, 2.239, -0.051], [0.914, -1.431, 0.032], [-1.347, -1.721, -0.135], [2.763, 1.359, 0.044]],
  "atomic_forces_ev_per_a": [[2.0, 0.6, 0.2], [-0.2, -0.5, -0.1], [-4.4, 2.2, 0.2], [1.8, -3.6, -0.4], [1.3, 0.9, 0.1], [0.3, -0.3, 0.0], [-0.3, 0.6, 0.0], [-0.1, -0.1, 0.0], [-0.1, 0.2, 0.0], [-0.3, 0.0, 0.0]],
  "smiles": "O=NN/C=C(/O)[S-]",
  "homo_ha": [-0.0882, -0.0870],
  "homo_lumo_gap_ev": [6.302, 6.270],
  "total_charge": -1
}

***

Entry 4:
{
  "formula": "CH5IOSi",
  "method": "ωB97M-V/def2-TZVPD",
  "elements": ["C", "O", "Si", "I", "H", "H", "H", "H", "H"],
  "coordinates": [[-0.044, 0.208, -1.302], [-0.997, 0.592, 2.112], [0.619, -0.258, 0.561], [0.887, -2.701, 0.470], [0.040, -0.520, -2.134], [-0.938, 0.823, -1.430], [0.659, 0.963, -1.497], [-1.923, 0.430, 1.887], [1.697, 0.463, 1.333]],
  "atomic_forces_ev_per_a": [[0.4, -0.3, 1.3], [2.6, -1.2, -2.2], [-3.9, 1.0, 0.6], [0.0, 0.7, 0.3], [0.0, 0.0, 1.0], [-0.4, -0.6, 0.7], [1.6, 1.1, -0.7], [0.3, -0.3, -0.4], [-0.4, -0.4, -0.8]],
  "homo_ha": -0.3566,
  "homo_lumo_gap_ev": 9.416,
  "total_charge": 0
}

***

> What is the formula in the third record?

C2H3N2O2S